# 1
DFT (ωB97M-V/def2-TZVPD) results for a 5-piece molecular cluster, C26H38ClF6NO11S overall.

XYZ file:
```
84
Properties=species:S:1:pos:R:3:lowdin_charge:R:1
O 0.16 0.68 1.87 0.06
C 1.12 0.04 2.12 -0.71
Cl 1.68 -0.01 3.87 0.63
C 2.03 -0.75 1.12 -0.17
N 1.51 -0.92 -0.24 -0.08
C 1.58 0.22 -1.13 -0.43
F 0.35 0.56 -1.70 0.07
F 2.38 -0.16 -2.23 0.07
C 2.20 1.52 -0.57 -0.09
C 3.62 1.77 -0.33 0.00
C 4.09 3.04 0.24 -0.03
C 3.15 4.10 0.60 0.01
C 1.73 3.89 0.33 -0.07
C 0.71 5.02 0.70 -0.48
F -0.24 5.06 -0.30 0.09
F 0.15 4.85 1.93 0.14
F 1.42 6.21 0.68 0.10
C 1.28 2.62 -0.24 0.06
S 0.12 -1.86 -0.38 0.73
O -1.12 -1.24 0.01 -0.22
O 0.00 -2.39 -1.73 -0.25
F 0.33 -3.17 0.59 -0.16
H 2.13 -1.79 1.56 0.12
H 3.07 -0.33 1.19 0.12
H 4.33 0.94 -0.58 0.12
H 5.18 3.15 0.43 0.11
H 3.51 5.04 1.06 0.12
H 0.18 2.53 -0.42 0.13
C -0.32 -5.55 -1.01 -0.06
C -0.48 -6.08 -2.42 -0.21
O 0.08 -7.40 -2.55 0.00
C -0.59 -8.53 -2.27 -0.53
C -1.87 -8.45 -1.48 0.01
O -0.12 -9.60 -2.58 0.10
H -0.85 -6.17 -0.29 0.08
H -0.69 -4.53 -0.94 0.05
H 0.74 -5.56 -0.73 0.06
H -1.52 -6.07 -2.76 0.12
H 0.07 -5.45 -3.11 0.13
H -1.65 -8.53 -0.42 0.10
H -2.52 -9.28 -1.78 0.09
H -2.44 -7.54 -1.67 0.07
C -3.01 3.07 2.05 -0.06
C -2.44 2.14 3.10 -0.24
O -3.06 2.36 4.38 0.00
C -4.20 1.78 4.78 -0.53
C -5.07 1.10 3.75 0.01
O -4.55 1.87 5.93 0.10
H -4.08 2.90 1.90 0.07
H -2.50 2.93 1.10 0.08
H -2.89 4.11 2.37 0.08
H -2.52 1.09 2.81 0.11
H -1.38 2.35 3.23 0.11
H -5.79 1.82 3.36 0.10
H -5.61 0.29 4.24 0.09
H -4.52 0.65 2.93 0.07
C -2.81 6.48 -0.81 -0.07
C -2.21 6.28 -2.18 -0.23
O -3.12 5.59 -3.05 0.00
C -4.07 6.20 -3.79 -0.53
C -4.43 7.62 -3.47 0.01
O -4.66 5.57 -4.63 0.11
H -3.70 7.11 -0.85 0.07
H -2.09 6.96 -0.14 0.08
H -3.11 5.53 -0.38 0.08
H -1.87 7.22 -2.64 0.12
H -1.33 5.65 -2.10 0.10
H -5.24 7.64 -2.75 0.10
H -4.76 8.10 -4.39 0.09
H -3.60 8.22 -3.10 0.07
C 3.59 -5.89 0.03 -0.06
C 3.89 -4.63 -0.76 -0.21
O 3.78 -3.46 0.06 -0.01
C 4.78 -2.96 0.80 -0.51
C 5.99 -3.82 1.07 0.02
O 4.66 -1.87 1.31 0.08
H 4.31 -6.03 0.84 0.07
H 3.62 -6.77 -0.61 0.09
H 2.61 -5.82 0.50 0.07
H 4.85 -4.67 -1.26 0.12
H 3.14 -4.52 -1.55 0.12
H 5.83 -4.39 1.99 0.10
H 6.85 -3.17 1.20 0.09
H 6.23 -4.50 0.26 0.07
```

E_LUMO ... -0.020 hartree
Kohn-Sham gap ... 9.46 eV
SMILES ... O=C(Cl)CN(C(F)(F)c1cccc(C(F)(F)F)c1)S(=O)(=O)F.CCOC(C)=O.CCOC(C)=O.CCOC(C)=O.CCOC(C)=O

# 2
DFT (ωB97M-V/def2-TZVPD) results for a 2-piece molecular cluster, C4H3O2P overall.

XYZ file:
```
10
Properties=species:S:1:pos:R:3:lowdin_charge:R:1
O -2.49 1.21 0.45 0.42
C -1.56 0.74 0.05 -0.06
C -0.53 0.07 -0.69 -0.09
H 0.13 -0.71 -1.12 0.14
H -1.12 -0.15 -1.61 0.15
C 0.47 -1.07 1.12 0.23
C 1.47 -0.32 1.01 -0.17
O 1.94 0.68 0.39 -0.31
H 0.24 -2.12 1.20 0.13
P 1.44 1.67 -0.80 1.54
```

E_LUMO (spin up / spin down) ... -0.498 / -0.497 hartree
Kohn-Sham gap (spin up / spin down) ... 6.11 / 6.14 eV
Energy above the lowest of the compared OMol25 structures with the same formula, charge and spin ... 100.9 kcal per mole
Total charge ... +2

# 3
DFT (ωB97M-V/def2-TZVPD) results for C39H50BrI3NO14S as an isolated structure.

XYZ file:
```
109
Properties=species:S:1:pos:R:3:lowdin_charge:R:1
C -1.21 1.07 1.92 0.03
C -1.91 0.11 1.69 -0.15
C -2.65 -1.25 1.57 -0.11
C -2.76 -1.77 0.07 -0.04
C -3.90 -1.27 -0.76 0.00
C -4.99 -0.27 -0.26 -0.44
O -5.31 0.71 -0.89 0.09
O -5.67 -0.49 0.94 0.06
C -3.96 -1.80 -2.17 -0.54
Br -5.36 -1.19 -3.37 0.77
C -2.93 -2.80 -2.64 -0.53
I -3.16 -3.46 -4.70 1.00
N -1.91 -3.27 -1.81 -0.04
C -0.92 -4.28 -2.27 -0.18
C 0.51 -3.70 -2.61 -0.24
C 0.61 -3.01 -4.04 -0.53
S 0.49 -4.34 -5.34 0.64
C -1.79 -2.76 -0.50 -0.16
C -0.64 -3.20 0.47 -0.71
I -0.83 -5.03 1.59 0.97
C 0.48 -2.42 0.64 -0.68
C 1.67 -2.83 1.60 -0.17
I 0.78 -0.55 -0.43 0.97
H -0.65 1.93 2.36 0.07
H -2.19 -2.04 2.24 0.11
H -3.69 -1.08 2.01 0.12
H -5.75 0.37 1.43 0.08
H -1.25 -4.91 -3.14 0.07
H -0.78 -5.01 -1.41 0.09
H 1.21 -4.60 -2.65 0.12
H 0.94 -3.01 -1.84 0.03
H -0.14 -2.19 -4.17 0.05
H 1.67 -2.62 -4.12 0.08
H 1.79 -4.73 -5.65 -0.11
H 2.05 -3.85 1.28 0.08
H 1.28 -2.87 2.66 0.07
H 2.52 -2.10 1.53 0.07
O 3.45 -3.33 4.84 0.12
C 3.06 -4.47 4.85 -0.48
O 2.43 -5.07 3.81 -0.02
C 2.01 -6.38 4.19 -0.18
C 2.89 -6.76 5.36 -0.16
C 3.15 -5.42 6.02 -0.07
H 0.95 -6.34 4.47 0.12
H 2.12 -7.07 3.35 0.13
H 2.44 -7.50 6.02 0.12
H 3.84 -7.17 4.99 0.12
H 2.38 -5.17 6.75 0.14
H 4.14 -5.38 6.48 0.13
O 2.43 -1.36 -6.46 0.12
C 1.85 -0.39 -6.07 -0.47
O 0.78 -0.43 -5.24 -0.03
C 0.27 0.90 -5.05 -0.15
C 1.42 1.82 -5.38 -0.15
C 2.17 1.04 -6.44 -0.06
H -0.58 1.04 -5.72 0.13
H -0.07 1.02 -4.02 0.12
H 1.11 2.81 -5.70 0.13
H 2.06 1.94 -4.50 0.09
H 1.78 1.24 -7.44 0.14
H 3.24 1.23 -6.40 0.13
O 5.37 3.30 -5.09 0.13
C 5.13 2.78 -4.04 -0.46
O 3.92 2.22 -3.74 -0.02
C 3.93 1.78 -2.37 -0.16
C 5.39 1.60 -2.02 -0.16
C 6.06 2.67 -2.87 -0.07
H 3.45 2.55 -1.75 0.13
H 3.37 0.85 -2.28 0.10
H 5.59 1.69 -0.96 0.10
H 5.73 0.61 -2.35 0.13
H 6.11 3.63 -2.35 0.14
H 7.06 2.36 -3.19 0.12
O -6.19 1.79 2.38 0.09
C -5.35 2.62 2.63 -0.45
O -4.77 2.77 3.85 0.04
C -3.91 3.92 3.83 -0.15
C -3.58 4.14 2.38 -0.15
C -4.84 3.67 1.68 -0.06
H -4.45 4.76 4.27 0.13
H -3.02 3.72 4.43 0.13
H -3.31 5.18 2.15 0.12
H -2.73 3.51 2.09 0.09
H -5.58 4.47 1.59 0.10
H -4.62 3.23 0.70 0.13
O 8.85 1.96 -1.45 0.13
C 8.61 1.43 -0.41 -0.46
O 7.40 0.88 -0.10 -0.02
C 7.41 0.43 1.27 -0.16
C 8.88 0.25 1.61 -0.16
C 9.55 1.32 0.77 -0.07
H 6.93 1.20 1.89 0.13
H 6.85 -0.50 1.36 0.13
H 9.08 0.34 2.68 0.12
H 9.21 -0.74 1.29 0.12
H 9.59 2.28 1.28 0.14
H 10.54 1.01 0.45 0.13
O -7.08 5.60 1.15 0.10
C -8.19 5.53 1.61 -0.46
O -9.32 5.77 0.90 0.04
C -10.46 5.70 1.77 -0.15
C -10.01 4.87 2.96 -0.16
C -8.53 5.22 3.05 -0.07
H -10.73 6.72 2.06 0.13
H -11.29 5.25 1.25 0.13
H -10.57 5.08 3.87 0.12
H -10.12 3.81 2.73 0.12
H -8.36 6.11 3.66 0.14
H -7.95 4.38 3.42 0.12
```

E_LUMO ... -0.159 hartree
Kohn-Sham gap ... 6.63 eV
Total charge ... +1

# 4
DFT (ωB97M-V/def2-TZVPD) results for C30H23Br2N5O4Tb as an isolated structure.

XYZ file:
```
65
Properties=species:S:1:pos:R:3:lowdin_spin:R:1
Tb -0.07 0.97 -0.66 6.10
C -2.87 1.86 -2.65 0.00
O -2.23 0.88 -1.82 -0.02
C -2.92 -0.33 -1.65 0.00
C -3.98 -0.70 -2.46 0.00
C -4.64 -1.90 -2.24 0.00
C -4.24 -2.73 -1.20 0.00
C -3.18 -2.37 -0.40 0.00
C -2.49 -1.18 -0.61 0.00
N -1.38 -0.76 0.16 -0.02
N -1.11 -1.54 1.15 0.00
C -0.09 -1.34 1.99 0.00
C 0.74 -0.17 2.03 0.00
O 0.45 0.88 1.34 -0.01
C 1.87 -0.15 2.89 0.00
C 2.14 -1.20 3.70 0.00
C 1.29 -2.35 3.77 0.00
C 1.56 -3.39 4.69 0.00
C 0.73 -4.47 4.77 0.00
C -0.39 -4.54 3.94 0.00
C -0.67 -3.54 3.04 0.00
C 0.17 -2.42 2.94 0.00
H -2.87 1.54 -3.69 0.00
H -2.27 2.77 -2.56 0.00
H -3.88 2.04 -2.31 0.00
H -4.31 -0.07 -3.27 0.00
H -5.47 -2.18 -2.87 0.00
H -4.76 -3.66 -1.01 0.00
H -2.85 -3.01 0.41 0.00
H 2.51 0.72 2.85 0.00
H 3.03 -1.18 4.33 0.00
H 2.44 -3.31 5.32 0.00
H 0.93 -5.26 5.48 0.00
H -1.05 -5.40 4.01 0.00
H -1.54 -3.61 2.40 0.00
O 4.05 1.11 -0.31 0.00
C 2.97 0.99 -0.84 0.00
N 1.94 1.91 -0.90 -0.01
C 2.13 3.11 -0.21 0.00
O 3.17 3.70 -0.07 0.00
C 0.87 3.72 0.39 0.00
C 1.05 4.75 1.30 0.00
C -0.06 5.39 1.83 0.00
C -1.32 4.96 1.44 0.00
C -1.41 3.90 0.56 0.00
N -0.35 3.28 0.04 -0.02
C 2.65 -0.37 -1.45 0.00
C 3.71 -1.15 -1.88 0.00
C 3.45 -2.42 -2.37 0.00
C 2.14 -2.88 -2.38 0.00
C 1.14 -2.05 -1.92 0.00
N 1.38 -0.81 -1.48 -0.01
H 2.06 5.04 1.56 0.00
H 0.06 6.20 2.53 0.00
H -2.22 5.43 1.81 0.00
H -2.38 3.52 0.25 0.00
H 4.71 -0.75 -1.81 0.00
H 4.26 -3.05 -2.72 0.00
H 1.90 -3.88 -2.74 0.00
H 0.11 -2.38 -1.90 0.00
Br 0.32 4.24 -3.31 0.00
C 1.24 2.81 -4.20 0.00
Br 0.35 1.10 -3.92 -0.01
H 2.24 2.73 -3.80 0.00
H 1.22 3.01 -5.26 0.00
```

E_LUMO (spin up / spin down) ... -0.136 / -0.136 hartree
Kohn-Sham gap (spin up / spin down) ... 6.69 / 6.70 eV
Energy above the lowest of the compared OMol25 structures with the same formula, charge and spin ... 6.7 kcal per mole
Expectation value of S² ... 12.669
Total charge ... +1
2S+1 ... 7

Maximum force list, top to bottom, in Eh/bohr: 0.100, 0.091, 0.066, 0.049
Total energy list, top to bottom, in eV: -91251.969, -17550.614, -176578.721, -209641.407